Entry 1:
The following is a DFT calculation (ωB97M-V/def2-TZVPD) of a structure of composition C61H99O29Ti.

Values from the calculation:
E_HOMO (spin up / spin down): -5.3 / -8.2 eV
LUMO energy (spin up / spin down): 0.240 / 0.240 eV
Multiplicity: 2
Charge: 0
Kohn-Sham gap (spin up / spin down): 5.5 / 8.4 eV

CARTESIAN COORDINATES (ANGSTROEM)
Ti (-0.80, 3.09, -1.04)
C (0.12, 5.74, 0.95)
C (1.21, 4.96, 0.17)
C (2.50, 4.66, 0.93)
O (0.77, 3.65, -0.17)
H (0.41, 6.74, 1.27)
H (-0.25, 5.20, 1.83)
H (-0.79, 5.83, 0.33)
H (1.54, 5.52, -0.73)
H (2.97, 3.82, 0.42)
H (2.33, 4.27, 1.95)
H (3.25, 5.44, 1.00)
C (-0.06, -0.28, 1.09)
C (0.41, 0.63, -0.06)
C (0.69, -0.11, -1.32)
O (-0.71, 1.48, -0.19)
H (-0.02, 0.26, 2.03)
H (0.63, -1.12, 1.25)
H (-1.05, -0.76, 0.98)
H (1.26, 1.24, 0.23)
H (1.55, -0.75, -1.25)
H (0.89, 0.67, -2.04)
H (-0.16, -0.67, -1.70)
C (-2.72, 6.36, -2.23)
C (-2.35, 4.98, -2.68)
C (-1.77, 4.91, -4.14)
O (-1.36, 4.66, -1.79)
H (-3.26, 6.17, -1.28)
H (-3.38, 7.03, -2.78)
H (-1.83, 6.92, -1.92)
H (-3.20, 4.29, -2.70)
H (-1.49, 3.88, -4.41)
H (-0.90, 5.52, -4.33)
H (-2.54, 5.23, -4.87)
O (-2.25, -4.13, -0.69)
C (-2.18, -4.65, 0.41)
O (-3.03, -5.58, 0.85)
C (-2.65, -6.03, 2.16)
C (-1.73, -4.98, 2.76)
C (-1.14, -4.36, 1.49)
H (-2.11, -6.98, 2.01)
H (-3.53, -6.21, 2.77)
H (-0.93, -5.47, 3.31)
H (-2.31, -4.23, 3.34)
H (-0.18, -4.82, 1.23)
H (-0.99, -3.28, 1.56)
O (4.68, 2.20, -4.86)
C (4.60, 1.98, -3.67)
O (3.68, 2.63, -2.94)
C (3.74, 2.11, -1.58)
C (4.32, 0.73, -1.62)
C (5.28, 0.95, -2.82)
H (2.72, 2.21, -1.19)
H (4.45, 2.76, -1.03)
H (3.63, -0.10, -1.74)
H (4.88, 0.64, -0.69)
H (5.38, 0.05, -3.43)
H (6.26, 1.24, -2.44)
O (-3.84, 3.74, 4.36)
C (-3.00, 2.88, 4.24)
O (-1.77, 3.22, 3.87)
C (-0.93, 2.18, 3.40)
C (-1.84, 0.92, 3.43)
C (-2.99, 1.38, 4.38)
H (-0.04, 2.13, 4.04)
H (-0.71, 2.38, 2.35)
H (-1.34, 0.00, 3.71)
H (-2.30, 0.85, 2.45)
H (-2.77, 1.17, 5.44)
H (-3.96, 0.94, 4.17)
O (0.03, 2.39, -2.88)
C (0.05, 1.81, -3.98)
O (-0.55, 0.64, -4.14)
C (-0.05, 0.06, -5.34)
C (0.18, 1.28, -6.26)
C (0.78, 2.23, -5.24)
H (-0.84, -0.51, -5.81)
H (0.92, -0.47, -5.14)
H (-0.77, 1.63, -6.68)
H (0.85, 1.09, -7.09)
H (0.52, 3.28, -5.42)
H (1.87, 2.20, -5.07)
O (-2.81, 2.27, -1.84)
C (-3.41, 1.23, -2.11)
O (-4.66, 1.36, -2.66)
C (-4.96, 0.11, -3.28)
C (-4.31, -0.97, -2.39)
C (-3.01, -0.22, -1.99)
H (-4.42, 0.08, -4.23)
H (-6.02, -0.01, -3.45)
H (-4.15, -1.84, -3.02)
H (-4.97, -1.17, -1.53)
H (-2.29, -0.43, -2.79)
H (-2.53, -0.57, -1.07)
O (4.44, -2.64, -3.45)
C (4.17, -3.13, -4.54)
O (4.28, -2.40, -5.68)
C (3.72, -3.19, -6.78)
C (3.78, -4.61, -6.36)
C (3.67, -4.55, -4.80)
H (4.18, -2.97, -7.76)
H (2.64, -2.93, -6.87)
H (4.76, -5.07, -6.55)
H (3.05, -5.22, -6.89)
H (4.21, -5.35, -4.30)
H (2.61, -4.59, -4.46)
O (3.59, -0.46, 6.25)
C (3.31, 0.75, 6.26)
O (2.17, 1.23, 5.74)
C (2.27, 2.73, 5.79)
C (3.17, 3.00, 6.96)
C (4.19, 1.84, 6.88)
H (1.29, 3.20, 5.96)
H (2.70, 3.08, 4.84)
H (2.71, 3.02, 7.94)
H (3.62, 4.00, 6.88)
H (4.64, 1.58, 7.83)
H (4.97, 2.16, 6.21)
O (-2.03, 3.68, 0.73)
C (-3.08, 4.28, 0.98)
O (-4.27, 3.62, 0.94)
C (-5.26, 4.51, 1.54)
C (-4.76, 5.87, 1.25)
C (-3.23, 5.74, 1.34)
H (-5.24, 4.37, 2.63)
H (-6.26, 4.19, 1.26)
H (-5.17, 6.59, 1.96)
H (-5.03, 6.22, 0.24)
H (-2.92, 5.84, 2.38)
H (-2.64, 6.42, 0.74)
O (1.52, -5.16, -2.30)
C (2.16, -5.07, -1.25)
O (1.89, -5.90, -0.21)
C (2.89, -5.68, 0.83)
C (3.38, -4.27, 0.63)
C (3.22, -4.06, -0.88)
H (3.67, -6.47, 0.79)
H (2.48, -5.81, 1.85)
H (4.41, -4.10, 0.96)
H (2.75, -3.55, 1.18)
H (4.14, -4.34, -1.41)
H (3.01, -3.05, -1.22)
O (-3.48, -2.70, -5.99)
C (-2.49, -3.24, -5.53)
O (-1.95, -2.95, -4.30)
C (-0.82, -3.82, -4.02)
C (-0.22, -4.11, -5.35)
C (-1.53, -4.20, -6.22)
H (-1.26, -4.73, -3.58)
H (-0.21, -3.33, -3.27)
H (0.28, -5.09, -5.25)
H (0.48, -3.40, -5.80)
H (-1.98, -5.20, -6.31)
H (-1.38, -3.87, -7.25)
O (6.20, 1.10, 3.97)
C (5.19, 0.78, 3.45)
O (4.11, 1.64, 3.34)
C (3.18, 1.12, 2.44)
C (3.33, -0.37, 2.64)
C (4.86, -0.50, 2.72)
H (3.42, 1.39, 1.39)
H (2.16, 1.34, 2.76)
H (2.93, -0.90, 1.76)
H (2.89, -0.83, 3.54)
H (5.27, -0.55, 1.69)
H (5.16, -1.41, 3.23)
O (-5.87, -4.27, 1.79)
C (-5.45, -3.15, 1.92)
O (-4.21, -2.91, 2.38)
C (-3.93, -1.46, 2.49)
C (-4.97, -0.82, 1.58)
C (-6.13, -1.82, 1.56)
H (-2.90, -1.28, 2.17)
H (-3.95, -1.18, 3.55)
H (-4.51, -0.69, 0.60)
H (-5.28, 0.17, 1.91)
H (-6.69, -1.89, 0.61)
H (-6.85, -1.63, 2.38)
O (1.80, -4.07, 3.74)
C (1.09, -3.53, 4.55)
O (0.96, -4.03, 5.78)
C (0.22, -3.09, 6.59)
C (0.08, -1.80, 5.75)
C (0.25, -2.32, 4.31)
H (0.73, -2.93, 7.54)
H (-0.76, -3.53, 6.81)
H (0.86, -1.08, 5.97)
H (-0.90, -1.37, 6.00)
H (0.73, -1.59, 3.66)
H (-0.71, -2.62, 3.86)

Entry 2:
The following is a DFT calculation (ωB97M-V/def2-TZVPD) of a cluster of 13 separate species, C62H127N13O10 in total.

Values from the calculation:
E_HOMO: -8.1 eV
LUMO energy: 0.227 eV
Charge: 0
Kohn-Sham gap: 8.3 eV

CARTESIAN COORDINATES (ANGSTROEM)
C (5.24, -4.16, -4.51)
C (6.11, -2.89, -4.40)
C (7.66, -3.03, -4.30)
C (8.38, -1.89, -3.79)
N (8.95, -1.00, -3.39)
H (5.94, -4.99, -4.61)
H (4.45, -4.27, -5.25)
H (4.65, -4.30, -3.60)
H (5.87, -2.36, -3.48)
H (5.98, -2.30, -5.31)
H (8.01, -3.29, -5.30)
H (7.96, -3.87, -3.67)
C (-0.03, -0.71, -1.36)
C (-0.03, -0.41, 0.12)
C (1.46, 0.07, 0.51)
C (2.54, -0.76, -0.07)
N (3.44, -1.34, -0.49)
H (0.42, -1.64, -1.71)
H (0.13, 0.23, -1.89)
H (-1.10, -0.85, -1.49)
H (-0.30, -1.21, 0.80)
H (-0.76, 0.32, 0.44)
H (1.58, -0.20, 1.56)
H (1.57, 1.13, 0.29)
C (-4.18, 6.37, 0.34)
C (-4.50, 6.78, -1.08)
C (-4.29, 5.48, -2.05)
C (-3.62, 4.21, -1.62)
N (-3.04, 3.23, -1.35)
H (-4.67, 5.48, 0.73)
H (-4.23, 7.12, 1.14)
H (-3.12, 6.13, 0.28)
H (-3.74, 7.53, -1.31)
H (-5.53, 7.11, -1.26)
H (-3.64, 5.77, -2.87)
H (-5.19, 5.10, -2.54)
C (5.42, 2.64, -3.29)
C (6.40, 1.60, -2.69)
C (7.61, 2.06, -1.94)
C (8.39, 3.05, -2.60)
N (8.91, 3.91, -3.16)
H (5.57, 3.65, -2.92)
H (4.40, 2.56, -2.92)
H (5.44, 2.68, -4.38)
H (6.69, 0.91, -3.49)
H (5.79, 1.02, -1.99)
H (8.21, 1.17, -1.79)
H (7.48, 2.49, -0.95)
C (-6.94, 0.16, -0.54)
C (-6.33, 0.67, -1.92)
C (-5.59, -0.33, -2.70)
C (-4.52, -1.04, -1.93)
N (-3.77, -1.61, -1.25)
H (-7.45, 0.93, 0.03)
H (-6.15, -0.21, 0.11)
H (-7.71, -0.61, -0.62)
H (-5.65, 1.49, -1.70)
H (-7.02, 1.15, -2.61)
H (-5.14, 0.16, -3.56)
H (-6.29, -1.11, -3.02)
C (0.55, 1.15, 8.46)
C (-0.15, -0.01, 7.67)
C (-0.88, 0.28, 6.36)
C (-1.93, 1.19, 6.73)
N (-2.78, 1.90, 7.02)
H (1.29, 1.78, 7.96)
H (1.06, 0.78, 9.34)
H (-0.18, 1.79, 8.96)
H (-0.83, -0.52, 8.36)
H (0.64, -0.75, 7.51)
H (-1.21, -0.69, 5.96)
H (-0.26, 0.65, 5.55)
C (10.11, 4.27, 10.96)
O (9.14, 3.69, 10.05)
C (8.98, 2.24, 10.31)
C (8.80, 1.44, 9.00)
N (7.45, 1.59, 8.49)
C (7.17, 0.78, 7.35)
C (6.01, 1.10, 6.56)
O (6.08, 0.40, 5.27)
C (5.37, -0.81, 5.13)
H (10.99, 3.66, 11.17)
H (9.58, 4.49, 11.89)
H (10.56, 5.15, 10.51)
H (8.18, 2.11, 11.05)
H (9.83, 1.77, 10.79)
H (9.08, 0.39, 9.07)
H (9.37, 1.88, 8.17)
H (7.55, 2.52, 8.10)
H (6.96, -0.21, 7.74)
H (7.97, 0.63, 6.62)
H (6.05, 2.14, 6.26)
H (5.07, 0.88, 7.07)
H (5.57, -1.61, 5.84)
H (5.41, -1.31, 4.16)
H (4.31, -0.60, 5.23)
C (-2.50, -1.22, -5.70)
O (-1.80, -0.04, -6.00)
C (-1.78, 0.35, -7.38)
C (-1.11, 1.78, -7.55)
N (0.37, 1.77, -7.55)
C (1.03, 1.55, -6.30)
C (2.58, 1.85, -6.44)
O (3.40, 1.34, -5.36)
C (3.51, -0.12, -5.24)
H (-2.57, -1.44, -4.64)
H (-2.02, -2.14, -6.03)
H (-3.58, -1.13, -5.84)
H (-2.83, 0.48, -7.63)
H (-1.30, -0.32, -8.08)
H (-1.52, 2.34, -6.71)
H (-1.55, 2.16, -8.48)
H (0.79, 1.33, -8.36)
H (0.81, 0.53, -5.99)
H (0.58, 2.21, -5.56)
H (2.71, 2.93, -6.47)
H (3.10, 1.55, -7.35)
H (2.50, -0.54, -5.31)
H (3.82, -0.42, -4.24)
H (4.32, -0.55, -5.83)
C (-1.24, 8.91, -1.78)
O (-0.44, 8.28, -0.83)
C (0.93, 8.35, -0.90)
C (1.56, 7.64, 0.31)
N (1.86, 6.24, -0.06)
C (0.72, 5.26, -0.08)
C (0.99, 3.98, -0.82)
O (1.39, 4.38, -2.17)
C (1.53, 3.26, -3.04)
H (-1.87, 9.64, -1.27)
H (-1.87, 8.28, -2.40)
H (-0.63, 9.56, -2.42)
H (1.28, 9.37, -1.09)
H (1.23, 7.82, -1.81)
H (0.95, 7.85, 1.18)
H (2.46, 8.20, 0.58)
H (2.23, 6.17, -1.00)
H (-0.17, 5.76, -0.47)
H (0.44, 5.05, 0.95)
H (0.17, 3.28, -0.97)
H (1.87, 3.58, -0.32)
H (0.54, 2.89, -3.30)
H (1.97, 2.48, -2.41)
H (2.13, 3.50, -3.91)
C (-3.28, -7.24, -0.76)
O (-3.06, -6.39, 0.25)
C (-2.15, -5.30, -0.11)
C (-2.27, -4.39, 1.15)
N (-3.48, -3.53, 1.25)
C (-4.83, -4.12, 1.38)
C (-5.15, -4.93, 2.63)
O (-5.20, -4.13, 3.85)
C (-5.47, -4.90, 5.08)
H (-3.95, -6.76, -1.48)
H (-3.98, -7.93, -0.29)
H (-2.40, -7.71, -1.19)
H (-2.45, -4.77, -1.01)
H (-1.10, -5.59, -0.20)
H (-1.44, -3.69, 1.19)
H (-2.20, -5.06, 2.00)
H (-3.56, -2.78, 0.58)
H (-5.24, -4.57, 0.47)
H (-5.53, -3.29, 1.45)
H (-4.32, -5.64, 2.65)
H (-6.08, -5.50, 2.72)
H (-6.55, -5.03, 5.00)
H (-5.25, -4.29, 5.95)
H (-5.06, -5.88, 5.31)
C (-3.63, -4.62, -3.62)
O (-4.95, -4.48, -4.06)
C (-5.97, -5.24, -3.27)
C (-7.28, -5.07, -3.94)
N (-8.29, -6.07, -3.62)
C (-9.57, -6.08, -4.35)
C (-9.44, -6.51, -5.89)
O (-9.44, -7.89, -5.96)
C (-10.74, -8.41, -6.04)
H (-3.68, -4.83, -2.56)
H (-3.20, -3.63, -3.79)
H (-3.12, -5.40, -4.18)
H (-6.07, -4.93, -2.23)
H (-5.64, -6.27, -3.14)
H (-7.32, -5.12, -5.03)
H (-7.66, -4.09, -3.64)
H (-7.86, -6.96, -3.81)
H (-9.95, -5.07, -4.23)
H (-10.34, -6.68, -3.85)
H (-8.51, -6.08, -6.25)
H (-10.30, -6.18, -6.47)
H (-10.77, -9.48, -5.85)
H (-11.16, -8.20, -7.03)
H (-11.46, -7.95, -5.36)
N (-2.34, -2.95, 4.06)
C (-1.10, -2.41, 3.83)
C (-0.22, -2.85, 4.78)
C (-0.99, -3.30, 5.86)
C (-2.27, -3.47, 5.40)
H (-3.16, -3.05, 3.47)
H (-0.99, -1.98, 2.85)
H (0.85, -2.76, 4.74)
H (-0.73, -3.65, 6.84)
H (-3.00, -4.06, 5.93)
N (3.76, 4.10, 4.56)
C (3.05, 3.63, 3.44)
C (3.99, 3.20, 2.50)
C (5.20, 3.58, 3.11)
C (5.11, 4.10, 4.32)
H (3.37, 4.53, 5.38)
H (1.98, 3.55, 3.48)
H (3.78, 2.64, 1.60)
H (6.22, 3.39, 2.79)
H (5.81, 4.38, 5.09)

Per-record M, u: 1344.301; 1214.779
Per-record max |F|, Eh/bohr: 0.0617; 0.0956